[1]
# C6H32N2O9

A cluster of 10 separate species, C6H32N2O9 in total in a non-equilibrium geometry (ωB97M-V/def2-TZVPD, the Open Molecules 2025 dataset).

Cartesian coordinates (Å):
C: 3.296 1.363 0.965
C: 2.068 0.424 0.904
C: 1.046 0.989 1.962
C: -0.024 0.127 2.572
C: -0.055 -0.187 3.852
N: 1.394 0.412 -0.336
C: 2.184 -0.104 -1.536
N: 1.431 -0.136 -2.728
H: 2.945 2.406 0.946
H: 3.927 1.215 1.808
H: 3.951 1.283 0.148
H: 2.460 -0.604 1.159
H: 1.571 1.568 2.716
H: 0.632 1.900 1.577
H: -0.769 -0.521 1.887
H: 0.541 0.283 4.630
H: -0.691 -0.902 4.305
H: 0.865 1.245 -0.609
H: 3.127 0.457 -1.522
H: 2.556 -1.158 -1.413
H: 0.952 -1.121 -2.792
H: 0.722 0.601 -2.929
H: -1.434 -2.229 -1.055
H: -2.712 -2.299 -1.997
O: -2.368 -2.749 -1.192
H: -1.191 -2.881 2.094
H: -0.645 -2.783 3.453
O: -1.331 -3.136 2.992
H: -0.999 -1.494 -3.148
H: -2.264 -0.656 -3.694
O: -1.960 -1.555 -3.515
H: -0.150 3.840 0.523
H: -1.522 3.244 0.216
O: -0.644 3.377 -0.021
H: -1.151 0.434 -0.778
H: -1.736 0.905 0.686
O: -1.813 1.019 -0.338
H: -1.085 2.192 -1.798
H: -0.816 2.312 -3.318
O: -0.498 2.244 -2.494
H: 0.457 -1.368 -0.416
H: -0.210 -2.633 0.076
O: -0.351 -1.700 0.145
H: -2.846 1.750 3.012
H: -2.666 2.051 1.383
O: -3.083 2.320 2.205
H: -0.500 -3.582 -2.155
H: -0.576 -3.139 -3.611
O: -0.032 -3.026 -2.822

Properties
Largest force on an atom = 6.473 eV/A
Energy = -1034.3173 hartree
Energy relative to the best compared isomer or geometry (same formula, charge and spin) = 4.8657 eV
HOMO = -9.1 eV
Multiplicity = 1
HOMO-LUMO gap = 0.33890 hartree
Structure (SMILES) = C=CC[C@H](C)NCN.O.O.O.O.O.O.O.O.O

natural (NBO) population analysis, charges in e, atoms 1 to 6: number 1, C, carries -0.6249; number 2, C, carries -0.0280; number 3, C, carries -0.4724; number 4, C, carries -0.2025; number 5, C, carries -0.4015; number 6, N, carries -0.7157

***

[2]
# CF3NOS

A structure of composition CF3NOS in a non-equilibrium geometry (ωB97M-V/def2-TZVPD, the Open Molecules 2025 dataset).

Cartesian coordinates (Å):
C: -1.118 0.157 -0.113
N: -0.531 1.291 -0.325
O: -0.445 -0.924 0.071
F: -2.411 0.150 0.158
F: 1.719 -0.756 -1.171
F: 1.492 -0.212 1.420
S: 1.294 0.294 -0.042

Properties
Largest force on an atom = 3.919 eV/A
Energy = -865.7345 hartree
Energy relative to the best compared isomer or geometry (same formula, charge and spin) = 3.2070 eV
HOMO = -10.3 eV
Multiplicity = 1
HOMO-LUMO gap = 0.32461 hartree

natural (NBO) population analysis, charges in e, atoms 1 to 6: number 1, C, carries 0.8262; number 2, N, carries -0.5832; number 3, O, carries -0.6808; number 4, F, carries -0.2795; number 5, F, carries -0.4465; number 6, F, carries -0.4369

***

[3]
# C5H9N4

A cluster of 2 separate species, C5H9N4 in total in a non-equilibrium geometry (ωB97M-V/def2-TZVPD, the Open Molecules 2025 dataset).

Cartesian coordinates (Å):
C: -2.777 -0.404 0.016
C: -1.839 -1.295 -0.550
C: -2.305 0.750 0.503
C: -0.542 -0.896 -0.684
C: -0.927 1.053 0.419
N: -0.028 0.202 -0.165
N: -0.463 2.310 0.597
N: 3.364 -0.831 0.375
N: 2.605 -0.582 -0.565
H: -3.863 -0.654 0.091
H: -2.247 -2.285 -1.000
H: -2.959 1.614 0.915
H: 0.055 -1.557 -1.310
H: -1.158 3.047 0.916
H: 0.468 2.707 0.559
H: 4.043 -1.567 0.233
H: 3.532 -0.283 1.229
H: 1.762 0.048 -0.459

Properties
Largest force on an atom = 3.994 eV/A
Energy = -414.6100 hartree
Energy relative to the best compared isomer or geometry (same formula, charge and spin) = 3.3701 eV
HOMO = -11.5 eV
Multiplicity = 1
HOMO-LUMO gap = 0.19264 hartree
Charge = +1

natural (NBO) population analysis, charges in e, atoms 1 to 6: number 1, C, carries -0.1222; number 2, C, carries -0.2975; number 3, C, carries -0.2986; number 4, C, carries 0.0315; number 5, C, carries 0.4078; number 6, N, carries -0.5763

***

[4]
# C5H9N2OP

The molecule C5H9N2OP in a non-equilibrium geometry (ωB97M-V/def2-TZVPD, the Open Molecules 2025 dataset).

Cartesian coordinates (Å):
C: 0.295 1.288 -0.155
C: 0.146 -0.991 0.137
C: -1.147 0.876 -0.317
C: 2.397 -0.060 0.432
C: -2.222 -1.390 -0.107
N: 0.975 0.128 0.155
N: -1.132 -0.529 -0.066
O: 0.452 -2.172 0.347
P: 0.903 2.825 -0.422
H: -1.866 1.547 0.223
H: -1.468 1.244 -1.302
H: 2.890 0.746 0.805
H: 2.402 -0.903 1.092
H: 2.866 -0.494 -0.566
H: -3.136 -1.079 -0.749
H: -1.871 -2.380 -0.421
H: -2.677 -1.460 0.897
H: 2.194 2.802 0.014

Properties
Largest force on an atom = 5.467 eV/A
Energy = -721.9869 hartree
Energy relative to the best compared isomer or geometry (same formula, charge and spin) = 0.0000 eV
HOMO = -8.1 eV
Multiplicity = 1
HOMO-LUMO gap = 0.31577 hartree
Structure (SMILES) = [H]/P=C1/CN(C)C(=O)N1C

natural (NBO) population analysis, charges in e, atoms 1 to 6: number 1, C, carries -0.1034; number 2, C, carries 0.7861; number 3, C, carries -0.2701; number 4, C, carries -0.4013; number 5, C, carries -0.4079; number 6, N, carries -0.4387

***

[5]
# C11H11NO

The molecule C11H11NO in a non-equilibrium geometry (ωB97M-V/def2-TZVPD, the Open Molecules 2025 dataset).

Cartesian coordinates (Å):
C: -3.574 0.269 0.198
C: -3.256 -0.931 -0.398
C: -2.470 0.881 0.762
C: -2.054 -1.506 -0.463
C: -1.117 0.420 0.623
C: -0.871 -0.786 -0.016
C: -0.082 1.309 0.960
C: 1.211 1.417 0.541
C: 1.591 -1.110 0.733
C: 1.968 0.294 0.183
C: 3.196 0.329 -0.725
N: 0.371 -1.334 -0.061
O: 2.411 -2.139 0.870
H: -4.566 0.788 0.169
H: -4.124 -1.405 -0.910
H: -2.566 1.904 1.333
H: -2.083 -2.471 -0.884
H: -0.526 2.329 1.212
H: 1.639 2.383 0.378
H: 1.060 -0.957 1.717
H: 2.813 -0.035 -1.756
H: 3.896 -0.436 -0.287
H: 3.590 1.335 -0.956
H: 0.478 -2.013 -0.814

Properties
Largest force on an atom = 3.680 eV/A
Energy = -555.6128 hartree
Energy relative to the best compared isomer or geometry (same formula, charge and spin) = 3.9735 eV
HOMO (alpha / beta) = -7.5 / -7.5 eV
Multiplicity = 1
HOMO-LUMO gap (alpha / beta) = 0.22361 / 0.22356 hartree

natural (NBO) population analysis, charges in e, atoms 1 to 6: number 1, C, carries -0.2668; number 2, C, carries -0.1605; number 3, C, carries -0.1025; number 4, C, carries -0.2777; number 5, C, carries -0.2217; number 6, C, carries 0.3201

***

[6]
# C6H6O2S2

A cluster of 2 separate species, C6H6O2S2 in total in a non-equilibrium geometry (ωB97M-V/def2-TZVPD, the Open Molecules 2025 dataset).

Cartesian coordinates (Å):
C: 0.690 -1.562 1.268
C: 1.858 -2.063 0.512
C: -0.544 -1.405 0.793
C: -1.321 2.257 -0.510
C: 1.869 -2.500 -0.718
C: -0.164 2.917 -0.664
O: -1.823 2.020 0.723
O: -3.783 2.437 -0.948
S: -2.112 -1.558 0.681
S: -2.851 1.375 -0.595
H: 0.924 -0.946 2.224
H: 2.784 -2.016 1.050
H: 0.991 -2.350 -1.342
H: 2.844 -2.829 -1.060
H: 0.322 2.958 -1.635
H: 0.317 3.263 0.223

Properties
Largest force on an atom = 3.103 eV/A
Energy = -1178.8750 hartree
Energy relative to the best compared isomer or geometry (same formula, charge and spin) = 4.5811 eV
HOMO = -8.4 eV
Multiplicity = 1
HOMO-LUMO gap = 0.28320 hartree

natural (NBO) population analysis, charges in e, atoms 1 to 6: number 1, C, carries -0.4091; number 2, C, carries -0.1988; number 3, C, carries -0.0268; number 4, C, carries 0.0583; number 5, C, carries -0.3863; number 6, C, carries -0.4966

***

[7]
# C2H3F3

A cluster of 2 separate species, C2H3F3 in total in a non-equilibrium geometry (ωB97M-V/def2-TZVPD, the Open Molecules 2025 dataset).

Cartesian coordinates (Å):
C: 0.265 0.216 1.083
C: -0.229 -0.227 -0.921
F: 0.982 -0.283 -1.425
F: -0.839 -1.351 -1.172
F: -0.992 0.871 -1.424
H: -0.079 1.239 0.963
H: -0.391 -0.406 1.643
H: 1.283 -0.059 1.252

Properties
Largest force on an atom = 5.804 eV/A
Energy = -377.3787 hartree
Energy relative to the best compared isomer or geometry (same formula, charge and spin) = 0.6238 eV
HOMO (alpha / beta) = -6.4 / -13.8 eV
Multiplicity = 3
HOMO-LUMO gap (alpha / beta) = 0.27261 / 0.41504 hartree

natural (NBO) population analysis, charges in e, atoms 1 to 6: number 1, C, carries -0.5457; number 2, C, carries 0.9844; number 3, F, carries -0.3059; number 4, F, carries -0.3110; number 5, F, carries -0.3621; number 6, H, carries 0.1900

***

[8]
# C7H9BrNOP

A structure of composition C7H9BrNOP in a non-equilibrium geometry (ωB97M-V/def2-TZVPD, the Open Molecules 2025 dataset).

Cartesian coordinates (Å):
C: -0.725 2.074 -1.332
C: 0.643 1.744 -0.942
C: -1.841 1.842 -0.601
C: 1.091 0.571 -0.469
C: -2.054 1.336 1.843
C: -0.069 -1.212 1.782
C: 1.181 -2.387 -0.492
N: -1.919 1.440 0.686
O: -1.100 -0.861 -0.803
P: 0.128 -0.959 -0.028
Br: 2.762 0.502 0.300
H: -0.784 2.675 -2.245
H: 1.449 2.485 -1.063
H: -2.788 2.332 -0.921
H: -0.631 -2.055 1.844
H: 0.928 -1.318 2.377
H: -0.711 -0.430 2.041
H: 2.094 -1.930 -0.135
H: 0.962 -3.365 -0.225
H: 1.384 -2.486 -1.620

Properties
Largest force on an atom = 4.442 eV/A
Energy = -3317.4067 hartree
Energy relative to the best compared isomer or geometry (same formula, charge and spin) = 2.1747 eV
HOMO = -9.1 eV
Multiplicity = 1
HOMO-LUMO gap = 0.32577 hartree

natural (NBO) population analysis, charges in e, atoms 1 to 6: number 1, C, carries -0.1995; number 2, C, carries -0.2057; number 3, C, carries 0.0190; number 4, C, carries -0.4606; number 5, C, carries 0.3098; number 6, C, carries -0.9816

***

Repeat the first record exactly.
# C6H32N2O9

A cluster of 10 separate species, C6H32N2O9 in total in a non-equilibrium geometry (ωB97M-V/def2-TZVPD, the Open Molecules 2025 dataset).

Cartesian coordinates (Å):
C: 3.296 1.363 0.965
C: 2.068 0.424 0.904
C: 1.046 0.989 1.962
C: -0.024 0.127 2.572
C: -0.055 -0.187 3.852
N: 1.394 0.412 -0.336
C: 2.184 -0.104 -1.536
N: 1.431 -0.136 -2.728
H: 2.945 2.406 0.946
H: 3.927 1.215 1.808
H: 3.951 1.283 0.148
H: 2.460 -0.604 1.159
H: 1.571 1.568 2.716
H: 0.632 1.900 1.577
H: -0.769 -0.521 1.887
H: 0.541 0.283 4.630
H: -0.691 -0.902 4.305
H: 0.865 1.245 -0.609
H: 3.127 0.457 -1.522
H: 2.556 -1.158 -1.413
H: 0.952 -1.121 -2.792
H: 0.722 0.601 -2.929
H: -1.434 -2.229 -1.055
H: -2.712 -2.299 -1.997
O: -2.368 -2.749 -1.192
H: -1.191 -2.881 2.094
H: -0.645 -2.783 3.453
O: -1.331 -3.136 2.992
H: -0.999 -1.494 -3.148
H: -2.264 -0.656 -3.694
O: -1.960 -1.555 -3.515
H: -0.150 3.840 0.523
H: -1.522 3.244 0.216
O: -0.644 3.377 -0.021
H: -1.151 0.434 -0.778
H: -1.736 0.905 0.686
O: -1.813 1.019 -0.338
H: -1.085 2.192 -1.798
H: -0.816 2.312 -3.318
O: -0.498 2.244 -2.494
H: 0.457 -1.368 -0.416
H: -0.210 -2.633 0.076
O: -0.351 -1.700 0.145
H: -2.846 1.750 3.012
H: -2.666 2.051 1.383
O: -3.083 2.320 2.205
H: -0.500 -3.582 -2.155
H: -0.576 -3.139 -3.611
O: -0.032 -3.026 -2.822

Properties
Largest force on an atom = 6.473 eV/A
Energy = -1034.3173 hartree
Energy relative to the best compared isomer or geometry (same formula, charge and spin) = 4.8657 eV
HOMO = -9.1 eV
Multiplicity = 1
HOMO-LUMO gap = 0.33890 hartree
Structure (SMILES) = C=CC[C@H](C)NCN.O.O.O.O.O.O.O.O.O

natural (NBO) population analysis, charges in e, atoms 1 to 6: number 1, C, carries -0.6249; number 2, C, carries -0.0280; number 3, C, carries -0.4724; number 4, C, carries -0.2025; number 5, C, carries -0.4015; number 6, N, carries -0.7157